Computed, not measured: C26H33BeN3O3S3 as an isolated structure, with ωB97M-V with the def2-TZVPD basis set.

The geometry in XYZ format:
```
69
Properties=species:S:1:pos:R:3:forces:R:3
Be -0.415 1.698 -0.900 -0.181 -0.222 0.017
C 0.783 -2.572 5.546 0.006 -0.016 0.034
O 0.584 -3.762 4.806 0.021 0.036 0.037
C -0.394 -3.760 3.867 -0.061 0.016 -0.023
C -0.571 -4.955 3.171 0.054 -0.046 0.015
C -1.554 -5.054 2.213 0.007 -0.018 -0.096
C -2.352 -3.957 1.887 0.158 0.075 0.101
C -2.186 -2.774 2.597 -0.129 -0.026 -0.049
C -1.219 -2.674 3.590 0.016 0.027 -0.015
N -3.399 -4.221 0.950 -0.177 0.090 0.061
N -3.854 -3.397 0.145 0.038 -0.272 -0.174
C -3.292 -2.118 -0.141 0.039 0.278 0.067
C -4.195 -1.087 -0.276 0.012 -0.092 0.117
C -3.821 0.233 -0.574 -0.054 0.080 -0.005
C -2.500 0.533 -0.821 0.005 0.078 -0.139
O -2.005 1.717 -1.098 -0.069 -0.171 0.138
C -1.566 -0.552 -0.803 0.020 -0.079 -0.008
N -0.302 -0.181 -1.144 -0.051 0.150 0.279
C 0.651 -1.082 -1.106 0.071 0.023 -0.131
C 0.393 -2.426 -0.789 -0.053 -0.031 -0.076
C -0.884 -2.822 -0.493 0.074 -0.028 -0.031
C -1.923 -1.866 -0.449 -0.009 -0.060 -0.102
H 1.604 -2.773 6.229 0.002 -0.012 -0.005
H -0.107 -2.307 6.122 -0.008 -0.009 -0.010
H 1.052 -1.740 4.892 0.010 0.050 -0.039
H 0.059 -5.798 3.423 -0.005 0.013 -0.023
H -1.720 -5.987 1.688 -0.026 0.002 0.033
H -2.834 -1.931 2.401 0.036 0.035 -0.010
H -1.124 -1.748 4.137 -0.004 0.013 -0.014
H -5.238 -1.318 -0.097 0.007 0.010 -0.037
H -4.563 1.020 -0.615 0.015 -0.022 0.009
H 1.649 -0.748 -1.365 -0.039 0.021 0.097
H 1.206 -3.139 -0.800 -0.009 -0.002 -0.025
H -1.094 -3.865 -0.304 0.009 0.038 0.039
C 3.244 0.725 -4.593 -0.149 0.159 -0.045
C 3.922 1.522 -3.485 -0.088 -0.128 0.104
S 2.928 1.606 -1.963 -0.010 0.181 0.088
C 2.597 3.383 -1.802 -0.045 -0.192 -0.047
C 1.590 3.926 -2.803 -0.111 -0.093 0.026
S -0.095 3.262 -2.591 0.259 -0.126 -0.096
C -0.423 2.437 -4.175 -0.070 -0.045 0.204
C 0.395 1.195 -4.516 0.121 0.066 -0.114
S 1.911 1.595 -5.463 -0.003 -0.014 0.042
H 2.850 -0.221 -4.219 0.073 -0.036 -0.002
H 3.969 0.495 -5.376 0.023 -0.045 0.017
H 4.150 2.533 -3.822 0.008 -0.010 0.003
H 4.862 1.034 -3.216 0.025 0.041 -0.045
H 3.544 3.915 -1.905 0.001 0.049 0.045
H 2.235 3.497 -0.781 -0.002 -0.013 0.008
H 1.900 3.686 -3.817 0.011 0.084 -0.064
H 1.503 5.010 -2.713 0.078 -0.007 0.052
H -0.345 3.184 -4.965 -0.056 0.009 -0.010
H -1.476 2.167 -4.075 0.003 -0.007 -0.040
H -0.202 0.556 -5.166 -0.060 -0.049 0.070
H 0.664 0.636 -3.622 -0.007 0.019 -0.009
C 0.681 3.499 2.182 -0.001 -0.010 0.001
C 0.383 2.088 1.670 -0.238 0.013 0.084
C -0.987 1.638 2.189 0.015 0.045 -0.026
C 1.464 1.131 2.165 0.031 -0.049 -0.028
O 0.386 2.108 0.276 0.480 0.304 -0.260
H 0.627 3.540 3.273 0.023 0.026 -0.026
H -0.044 4.202 1.766 0.014 -0.004 0.016
H 1.684 3.806 1.876 -0.036 0.013 -0.026
H -1.060 1.753 3.274 0.003 -0.052 -0.032
H -1.158 0.588 1.937 -0.031 -0.021 -0.010
H -1.771 2.235 1.719 0.012 -0.008 0.042
H 1.520 1.147 3.256 0.033 -0.055 0.018
H 2.436 1.423 1.760 -0.018 0.000 0.012
H 1.249 0.110 1.836 -0.010 0.025 0.016
```
Forces are in eV/Å.

Values from the calculation:
charge = 0
F_max = 0.0121 Eh/bohr
E_HOMO = -7.4179 eV
frontier orbital gap = 7.24 eV



Computed, not measured: C26H33BrN2NaO6P2S2 as an isolated structure, with ωB97M-V with the def2-TZVPD basis set.

The geometry in XYZ format:
```
73
Properties=species:S:1:pos:R:3:forces:R:3
Na -0.895 -0.441 0.160 -0.086 0.062 0.088
S -3.927 -3.380 2.615 -0.074 0.070 0.038
C -4.798 -1.904 2.662 0.006 -0.099 -0.016
C -4.189 -0.938 1.917 0.070 -0.010 0.011
C -2.958 -1.312 1.271 0.013 -0.022 -0.112
C -2.712 -2.628 1.568 -0.001 0.027 -0.004
C -1.570 -3.439 1.134 0.026 0.060 0.035
C -1.490 -4.819 1.367 -0.013 -0.095 -0.002
C -0.371 -5.519 0.964 -0.025 -0.029 0.012
C 0.665 -4.848 0.329 0.019 0.034 -0.004
C 0.513 -3.485 0.131 -0.008 -0.001 -0.013
N -0.560 -2.802 0.516 -0.062 0.037 0.015
H -5.715 -1.832 3.229 0.000 -0.018 0.007
H -4.623 0.055 1.837 -0.005 0.010 0.003
H -2.308 -5.332 1.858 0.002 0.009 -0.006
H -0.308 -6.587 1.141 -0.004 0.002 0.005
H 1.556 -5.356 -0.013 0.003 0.005 -0.005
H 1.286 -2.904 -0.360 0.020 -0.007 -0.003
C 0.068 -2.939 4.024 -0.026 -0.010 -0.016
O 0.163 -1.523 4.154 0.105 -0.012 0.008
P 0.895 -0.676 2.971 -0.080 0.112 0.135
O -0.308 0.315 2.502 0.045 -0.123 -0.161
C -1.290 0.798 3.423 0.003 -0.006 0.029
O 1.699 0.319 4.009 0.018 -0.031 -0.040
C 2.347 1.416 3.367 0.036 0.013 0.009
H -0.984 -3.224 4.045 -0.005 0.001 -0.012
H 0.593 -3.403 4.860 -0.006 -0.011 0.002
H 0.507 -3.288 3.085 0.004 -0.001 0.021
H -2.021 0.016 3.623 0.001 0.008 0.011
H -1.782 1.638 2.938 -0.013 0.004 0.008
H -0.816 1.120 4.352 -0.004 0.002 0.003
H 1.648 2.244 3.230 -0.012 0.003 -0.014
H 2.738 1.138 2.383 -0.016 0.010 0.005
H 3.165 1.737 4.011 0.003 -0.008 0.007
S 1.744 0.401 -0.431 0.032 -0.020 -0.017
C 1.865 1.501 -1.776 -0.048 -0.002 -0.034
C 2.958 2.373 -1.920 -0.019 -0.001 -0.019
C 3.045 3.264 -2.979 0.014 -0.005 0.013
C 2.048 3.325 -3.947 0.002 0.000 0.000
C 0.962 2.463 -3.831 -0.002 -0.004 0.018
C 0.875 1.572 -2.773 0.021 -0.002 0.039
H 3.741 2.340 -1.171 0.003 -0.003 0.010
H 3.903 3.924 -3.048 0.000 0.002 -0.003
H 2.116 4.024 -4.771 -0.004 -0.001 -0.001
H 0.172 2.484 -4.575 -0.001 0.001 -0.001
H 0.033 0.897 -2.699 0.013 0.009 -0.015
C -4.074 4.280 0.398 -0.018 0.025 0.019
O -3.645 3.141 -0.329 0.026 -0.050 -0.008
P -2.136 2.593 0.011 0.003 0.005 0.038
O -2.102 1.387 -1.065 0.008 0.026 -0.025
C -2.553 1.549 -2.414 -0.006 -0.016 -0.017
O -1.341 3.805 -0.737 0.026 0.080 -0.049
C 0.058 3.968 -0.449 -0.032 -0.037 0.022
H -3.582 5.183 0.030 -0.007 -0.003 -0.001
H -3.864 4.172 1.467 0.005 -0.004 -0.001
H -5.150 4.369 0.260 -0.001 0.009 -0.001
H -3.636 1.653 -2.434 0.011 -0.002 0.008
H -2.258 0.652 -2.953 -0.010 0.008 -0.003
H -2.084 2.423 -2.868 -0.005 -0.005 0.004
H 0.578 4.123 -1.391 0.018 -0.017 -0.012
H 0.477 3.082 0.037 0.001 0.027 -0.014
H 0.188 4.840 0.194 -0.001 -0.001 0.008
Br 0.258 -2.253 -3.596 0.031 -0.048 0.015
C 2.113 -2.007 -3.226 -0.018 0.057 -0.020
C 2.744 -0.899 -3.770 0.024 -0.022 0.022
C 4.067 -0.699 -3.426 0.010 0.020 -0.013
C 4.691 -1.609 -2.586 -0.007 -0.028 0.008
C 3.963 -2.696 -2.137 -0.006 0.027 -0.019
N 2.684 -2.901 -2.456 0.002 -0.023 0.002
H 2.207 -0.201 -4.393 -0.013 0.011 -0.007
H 4.589 0.176 -3.790 0.006 -0.006 0.004
H 5.718 -1.478 -2.275 0.001 0.006 0.002
H 4.411 -3.435 -1.483 0.007 -0.002 0.004
```
Forces are in eV/Å.

Values from the calculation:
charge = -1
F_max = 0.0040 Eh/bohr
E_HOMO = -4.1175 eV
energy relative to the best compared isomer or geometry (same formula, charge and spin) = 0.0 kcal per mole
frontier orbital gap = 6.28 eV



Computed, not measured: a 3-piece molecular cluster, C26H33Cl2F18N4O7S overall in a non-equilibrium geometry, with ωB97M-V with the def2-TZVPD basis set.

The geometry in XYZ format:
```
91
Properties=species:S:1:pos:R:3:forces:R:3
C 1.573 0.755 4.086 -0.466 0.467 0.727
C 0.190 0.694 3.204 -0.568 1.478 -0.194
C 0.424 0.200 1.630 2.108 -0.215 1.331
Cl 0.679 1.664 0.460 -0.425 -1.738 1.117
N -0.688 -0.704 1.115 -3.192 3.181 1.136
C -2.119 -0.229 1.186 0.552 -6.733 -3.465
S -2.965 1.296 1.838 3.815 5.647 8.492
O -2.210 2.630 1.630 -2.744 -5.081 -1.066
O -3.077 1.108 3.402 -0.240 -0.690 -6.417
C -4.725 1.562 1.236 -4.304 -1.813 0.783
F -5.337 2.640 2.048 2.670 -3.775 -3.192
F -5.477 0.297 1.571 2.432 4.077 -1.090
C -4.878 1.773 -0.382 -2.581 0.035 -1.841
F -6.329 2.122 -0.617 4.690 -1.093 0.823
F -4.619 0.566 -1.202 -0.562 3.844 3.145
C -4.013 3.018 -1.008 1.515 1.765 -0.622
F -4.012 4.244 -0.125 0.147 -4.632 -2.844
F -2.608 2.570 -1.335 -4.635 1.376 1.482
C -4.632 3.555 -2.461 0.405 2.237 -2.192
F -5.791 4.496 -2.273 4.088 -3.966 -0.797
F -3.536 4.413 -3.047 -3.909 -3.145 1.894
F -4.900 2.465 -3.428 0.658 4.014 3.671
N -3.040 -1.275 0.596 7.780 1.210 1.261
C -2.007 -2.306 0.199 -0.196 1.684 0.926
N -2.454 -3.428 -0.429 0.366 0.650 -0.126
Cl -4.199 -3.522 -0.661 1.588 -0.011 0.190
C -1.666 -4.586 -0.972 -0.459 -2.059 -0.347
C -1.592 -5.764 0.188 -1.115 -0.387 -0.512
F -2.849 -6.580 0.006 2.774 1.814 0.457
N -0.580 -1.991 0.535 -4.620 0.584 0.048
C 0.734 -2.701 0.380 2.591 -0.942 -0.811
C 1.378 -2.189 -1.070 -1.303 0.581 0.399
O 2.799 -2.552 -1.232 -1.776 2.179 -1.365
C 3.304 -1.799 -2.426 0.331 0.323 -0.698
C 4.815 -1.142 -2.150 -0.419 -2.071 -1.911
F 5.727 -2.306 -1.945 -2.351 3.999 -0.374
F 5.191 -0.444 -3.436 -0.890 -2.086 4.238
C 4.836 -0.040 -0.935 -0.759 1.411 0.378
F 4.333 -0.541 0.365 1.444 1.290 -4.125
F 3.909 1.070 -1.366 2.716 -3.560 1.384
C 6.298 0.656 -0.658 1.940 0.375 -0.189
F 6.667 1.589 -1.769 -1.390 -3.052 3.621
F 7.427 -0.337 -0.558 -3.900 2.971 -0.455
C 6.359 1.513 0.768 1.237 1.074 0.822
F 6.512 0.625 1.969 -1.205 2.580 -3.769
F 5.243 2.490 0.899 3.005 -3.498 -0.240
H 2.233 -0.215 4.021 -1.322 1.976 -0.028
H 2.180 1.748 3.844 -1.183 -2.394 0.260
H 1.237 0.879 5.225 0.699 -0.382 -2.542
H -0.671 0.087 3.720 1.944 0.822 -1.120
H -0.206 1.818 3.137 0.790 -2.520 0.089
H 1.492 -0.334 1.647 -2.713 0.796 -0.432
H -2.314 -5.057 -1.857 1.421 1.133 2.023
H -0.628 -4.319 -1.448 -2.046 -0.124 1.283
H -1.655 -5.317 1.281 0.235 -0.948 -2.320
H -0.694 -6.500 0.031 -1.791 1.494 0.320
H 1.527 -2.469 1.243 -2.226 -0.205 -1.680
H 0.658 -3.893 0.380 -0.425 2.830 0.136
H 1.187 -1.013 -1.085 0.738 -2.319 0.024
H 0.678 -2.623 -1.924 1.609 0.691 1.501
H 3.307 -2.536 -3.354 0.532 1.595 2.002
H 2.620 -0.896 -2.724 1.229 -1.633 0.822
H 7.371 2.136 0.709 -2.426 -1.312 0.265
O -0.347 -2.488 4.222 0.648 -1.646 0.116
C -0.171 -3.619 4.666 -0.339 0.862 -0.429
O 0.839 -4.388 4.198 0.038 0.833 -0.173
C 1.258 -5.632 4.789 -0.013 -0.436 0.068
C 0.440 -6.789 4.250 -0.243 0.020 -0.032
C -1.125 -4.209 5.662 0.070 0.234 0.702
H 1.241 -5.576 5.882 -0.122 0.070 -0.156
H 2.307 -5.771 4.505 -0.220 0.321 -0.038
H -0.619 -6.684 4.502 0.110 -0.067 0.091
H 0.800 -7.738 4.657 -0.035 0.131 -0.068
H 0.503 -6.826 3.158 0.132 -0.028 0.130
H -1.967 -4.663 5.131 0.100 0.027 0.065
H -1.497 -3.404 6.304 -0.063 -0.100 -0.340
H -0.670 -4.940 6.327 -0.062 -0.159 -0.182
O 1.925 7.710 -6.416 -2.122 -0.427 0.880
C 0.793 7.355 -6.105 1.748 0.345 -0.365
O 0.203 7.850 -4.993 0.221 0.430 -0.112
C -1.184 7.663 -4.653 0.009 -0.184 0.073
C -1.385 6.365 -3.898 0.055 -0.159 0.003
C 0.077 6.295 -6.890 -0.345 0.097 -0.654
H -1.822 7.739 -5.539 0.143 -0.091 0.026
H -1.459 8.502 -4.004 0.315 -0.048 -0.194
H -1.111 5.499 -4.507 -0.121 0.072 -0.010
H -2.429 6.255 -3.590 0.210 0.123 -0.074
H -0.750 6.338 -3.006 -0.119 0.113 -0.086
H 0.374 5.310 -6.521 -0.052 0.117 -0.025
H 0.368 6.387 -7.941 0.164 -0.107 0.303
H -1.007 6.388 -6.867 -0.014 -0.142 0.194
```
Forces are in eV/Å.

Values from the calculation:
charge = +1
F_max = 0.2118 Eh/bohr
E_HOMO = -11.2919 eV
frontier orbital gap = 6.14 eV



Which value of F_max does entry 3 give?
0.2118 Eh/bohr



Number 3 is which compound?
C26H33Cl2F18N4O7S



Look up the E_HOMO of the third one.
-11.2919 eV